No. 1
ORCA calculation (the ωB97M-V functional and the def2-TZVPD basis) on 15 unconnected molecules or ions with the total composition C3H34NO16S in a non-equilibrium geometry.

Structure (XYZ):
```
55
Properties=species:S:1:pos:R:3
C 1.065 -2.352 1.453
C 2.356 -1.629 1.828
S 2.444 -0.869 3.434
N 0.129 -1.505 0.706
C 0.577 -1.082 -0.624
O 1.537 -1.611 -1.214
O -0.228 -0.278 -1.158
H 1.285 -3.208 0.809
H 0.557 -2.797 2.309
H 3.202 -2.313 1.769
H 2.556 -0.938 1.023
H 1.880 0.321 3.214
H 0.077 -0.655 1.272
H -0.390 -1.975 -2.694
H 0.863 -1.451 -3.306
O -0.056 -1.619 -3.517
H -4.128 0.442 -3.063
H -2.547 0.521 -3.389
O -3.406 0.975 -3.399
H 3.467 0.746 -0.844
H 3.457 -0.630 -0.352
O 3.947 -0.090 -0.968
H 2.492 -3.312 -1.381
H 1.542 -4.220 -2.086
O 2.308 -4.261 -1.507
H -2.468 -1.452 -0.737
H -3.255 -2.711 -0.500
O -3.313 -1.864 -0.960
H -2.034 2.493 4.215
H -1.312 3.350 3.188
O -1.186 2.939 4.059
H 1.762 3.554 0.505
H 0.524 2.496 0.099
O 0.954 3.100 0.730
H -1.736 0.523 -0.752
H -2.257 1.834 -1.297
O -2.041 1.402 -0.458
H 0.298 1.904 1.851
H -0.174 2.008 3.341
O 0.472 1.602 2.757
H 1.667 0.623 -2.746
H 0.314 1.027 -2.451
O 1.127 1.441 -2.816
H -0.729 4.640 1.181
H -0.955 3.099 1.139
O -1.300 3.936 1.499
H -3.850 0.886 0.966
H -4.295 -0.034 2.089
O -4.551 0.740 1.596
H 2.134 2.628 -1.641
H 3.462 3.119 -1.836
O 2.692 3.386 -1.346
H -1.810 -4.604 -0.693
H -1.222 -3.810 0.449
O -1.904 -4.466 0.257
```

## Properties
* net charge: -1
* maximum force: 0.0368 Eh/bohr
* gap between HOMO and LUMO: 0.325 Ha

***

No. 2
ORCA calculation (the ωB97M-V functional and the def2-TZVPD basis) on 17 unconnected molecules or ions with the total composition C3H39NO16 in a non-equilibrium geometry.

Structure (XYZ):
```
59
Properties=species:S:1:pos:R:3
C 0.982 -0.152 -0.086
C -0.327 -0.274 -0.791
C -1.444 0.289 -0.288
N -2.687 0.261 -1.043
H 1.063 0.724 0.653
H 1.289 -1.068 0.465
H 1.856 0.006 -0.865
H -0.311 -0.873 -1.652
H -1.521 0.863 0.664
H -3.474 0.140 -0.415
H -2.703 -0.344 -1.832
H 1.822 -0.908 2.801
H 2.731 0.289 2.219
O 2.007 0.092 2.862
H -1.542 3.141 0.116
H -2.809 2.516 -0.413
O -2.535 3.125 0.193
H -0.945 -1.403 -3.511
H -2.205 -2.151 -4.030
O -1.810 -1.668 -3.229
H -2.737 2.351 1.785
H -1.663 1.632 2.677
O -2.607 1.745 2.505
H -3.222 0.261 1.983
H -4.231 -0.900 2.202
O -3.530 -0.593 1.613
H 1.478 -3.019 3.224
H 0.448 -2.445 2.083
O 1.433 -2.473 2.353
H 0.851 1.059 2.636
H 0.210 2.321 3.365
O 0.092 1.740 2.587
H 0.110 1.941 -1.797
H -1.072 1.382 -2.680
O -0.121 1.672 -2.726
H 2.279 2.476 -1.901
H 1.568 2.581 -0.555
O 2.434 2.394 -0.983
H 2.881 -2.203 -0.766
H 2.994 -2.456 0.684
O 3.462 -2.052 -0.003
H 0.543 0.222 -3.286
H 1.199 -0.578 -4.458
O 0.667 -0.709 -3.637
H 0.211 2.540 1.113
H 0.440 3.917 0.514
O 0.161 3.066 0.259
H -0.738 -0.721 2.033
H -2.005 -1.455 1.777
O -1.082 -1.622 2.014
H 1.376 -1.827 -2.477
H 0.836 -2.821 -1.496
O 1.654 -2.564 -1.927
H 3.481 1.040 0.255
H 3.803 -0.431 0.547
O 3.810 0.431 0.936
H -0.857 -2.607 0.010
H -1.280 -2.754 -1.486
O -0.712 -3.148 -0.798
```

## Properties
* maximum force: 0.0829 Eh/bohr
* gap between HOMO and LUMO: 0.309 Ha

***

No. 3
ORCA calculation (the ωB97M-V functional and the def2-TZVPD basis) on a molecular structure, C3H3AgLiO3 in a non-equilibrium geometry.

Structure (XYZ):
```
11
Properties=species:S:1:pos:R:3
C 0.713 -0.788 -0.481
C -0.163 0.284 0.092
O -1.275 0.497 -0.772
O 1.770 -1.146 -0.078
H 0.442 1.197 0.202
H -0.489 -0.045 1.092
O -1.930 2.145 0.569
C -2.130 1.456 -0.468
Li 3.272 -2.417 -0.192
Ag -3.671 2.878 -0.296
H 3.461 -4.061 0.332
```

## Properties
* net charge: +1
* spin multiplicity: 3
* maximum force: 0.0609 Eh/bohr
* gap between HOMO and LUMO (alpha / beta): 0.244 / 0.202 Ha
* ⟨S²⟩: 2.00

***

No. 4
ORCA calculation (the ωB97M-V functional and the def2-TZVPD basis) on a molecular structure, C3H3AlLiO4 in a non-equilibrium geometry.

Structure (XYZ):
```
12
Properties=species:S:1:pos:R:3
C -1.728 1.144 0.289
C -0.905 0.922 -0.947
O 0.427 0.546 -0.691
C 0.728 -0.786 -0.438
O 0.515 -1.383 0.613
O 1.668 -1.115 -1.186
O -1.358 0.876 1.413
H -2.667 1.705 0.117
H -0.840 1.864 -1.506
H -1.440 0.167 -1.548
Al 2.335 0.814 -0.821
Li -0.572 -0.790 2.005
```

## Properties
* net charge: +2
* spin multiplicity: 2
* maximum force: 0.0973 Eh/bohr
* gap between HOMO and LUMO (alpha / beta): 0.360 / 0.232 Ha
* ⟨S²⟩: 0.75

***

No. 5
ORCA calculation (the ωB97M-V functional and the def2-TZVPD basis) on a molecular structure, C3H3AuCl2CoNO3 in a non-equilibrium geometry.

Structure (XYZ):
```
14
Properties=species:S:1:pos:R:3
Co 0.092 0.654 -7.211
Au 0.250 -0.894 -0.713
Cl -0.395 2.341 -5.911
Cl 1.632 -0.017 -2.254
C -0.904 -1.454 0.705
C -0.311 1.270 -8.833
C 0.561 -0.823 -8.060
O -1.684 -1.502 1.581
O -0.573 1.639 -9.901
O 0.798 -1.732 -8.756
N 0.930 1.113 1.642
H 1.603 1.013 2.416
H 0.043 1.503 1.963
H 1.334 1.714 0.927
```

## Properties
* net charge: +4
* spin multiplicity: 7
* maximum force: 0.2447 Eh/bohr
* gap between HOMO and LUMO (alpha / beta): 0.364 / 0.205 Ha
* ⟨S²⟩: 12.02

***

No. 6
ORCA calculation (the ωB97M-V functional and the def2-TZVPD basis) on a molecular structure, C3H3BeO2 in a non-equilibrium geometry.

Structure (XYZ):
```
9
Properties=species:S:1:pos:R:3
C -1.401 -0.313 0.086
C -0.021 -0.273 -0.399
H -1.562 0.063 1.113
H -1.893 0.385 -0.629
H -1.910 -1.283 -0.077
O 1.242 -0.339 0.983
C 2.331 0.329 0.677
Be 0.881 0.562 -1.276
O 2.333 0.869 -0.477
```

## Properties
* spin multiplicity: 2
* maximum force: 0.0934 Eh/bohr
* gap between HOMO and LUMO (alpha / beta): 0.227 / 0.227 Ha
* ⟨S²⟩: 0.79

***

No. 7
ORCA calculation (the ωB97M-V functional and the def2-TZVPD basis) on a molecular structure, C3H3BiO3 in a non-equilibrium geometry.

Structure (XYZ):
```
10
Properties=species:S:1:pos:R:3
O -0.531 -0.288 0.713
Bi -4.397 0.706 -0.678
O -2.465 0.664 -0.071
C -1.397 0.372 0.319
O 0.755 2.331 0.478
C 1.683 1.785 0.834
H 3.313 1.149 1.336
C 2.302 0.567 1.246
H 1.983 0.328 2.272
H 2.443 -0.088 0.371
```

## Properties
* net charge: +4
* maximum force: 0.1800 Eh/bohr
* gap between HOMO and LUMO: 0.165 Ha

***

No. 8
ORCA calculation (the ωB97M-V functional and the def2-TZVPD basis) on 2 unconnected molecules or ions with the total composition C3H3Br2N in a non-equilibrium geometry.

Structure (XYZ):
```
9
Properties=species:S:1:pos:R:3
C -0.163 -0.298 -1.073
C -0.966 -0.868 -0.183
C -0.972 0.171 0.908
N -0.021 1.016 0.740
Br 0.915 -0.476 -2.527
Br 2.900 1.267 0.391
H 1.463 1.052 0.423
H -1.372 -1.847 -0.325
H -1.783 -0.017 1.646
```

## Properties
* maximum force: 0.0543 Eh/bohr
* gap between HOMO and LUMO (alpha / beta): 0.288 / 0.324 Ha

***

No. 9
ORCA calculation (the ωB97M-V functional and the def2-TZVPD basis) on a molecular structure, C3H3Br3 in a non-equilibrium geometry.

Structure (XYZ):
```
9
Properties=species:S:1:pos:R:3
C -0.284 -0.032 -0.863
C -1.427 0.501 -0.449
C 1.598 -0.316 1.254
Br -3.031 0.145 -1.592
Br 2.657 -1.799 0.764
Br 0.063 -1.007 2.276
H 0.001 -0.737 -1.540
H -1.585 1.162 0.430
H 0.505 0.007 -0.283
```

## Properties
* maximum force: 0.0988 Eh/bohr
* gap between HOMO and LUMO: 0.292 Ha

***

No. 10
ORCA calculation (the ωB97M-V functional and the def2-TZVPD basis) on a molecular structure, C3H3Br9 in a non-equilibrium geometry.

Structure (XYZ):
```
15
Properties=species:S:1:pos:R:3
C -0.887 2.481 -3.361
Br 0.758 3.426 -3.505
Br -1.136 1.655 -5.055
Br -2.238 3.718 -3.017
H -0.702 1.822 -2.559
C 0.177 -1.938 3.992
Br 1.102 -3.562 3.685
Br 0.622 -1.138 5.676
Br -1.678 -2.251 3.821
H 0.676 -1.097 3.291
C 0.726 -0.670 -0.608
Br 0.789 1.227 -0.351
Br 0.925 -1.222 -2.299
Br -0.717 -1.384 0.381
H 1.582 -1.068 -0.092
```

## Properties
* maximum force: 0.0657 Eh/bohr
* gap between HOMO and LUMO: 0.368 Ha

***

No. 11
ORCA calculation (the ωB97M-V functional and the def2-TZVPD basis) on C3H3BrF2O in the gas phase in a non-equilibrium geometry.

Structure (XYZ):
```
10
Properties=species:S:1:pos:R:3
C -0.879 -0.754 1.446
C -0.017 0.143 0.466
C 0.155 -0.336 -0.987
O -1.461 -1.785 1.232
F 0.946 0.493 -1.768
F -1.068 -0.289 -1.647
Br -1.322 0.118 3.084
H -0.610 1.011 0.368
H 0.813 0.391 1.070
H 0.648 -1.357 -1.040
```

## Properties
* SMILES: O=C(Br)CC(F)F
* maximum force: 0.0545 Eh/bohr
* gap between HOMO and LUMO: 0.409 Ha

***

No. 12
ORCA calculation (the ωB97M-V functional and the def2-TZVPD basis) on C3H3BrO in the gas phase in a non-equilibrium geometry.

Structure (XYZ):
```
8
Properties=species:S:1:pos:R:3
C 0.964 0.248 -1.205
C 0.311 -0.240 -0.157
C -0.730 0.313 0.750
O 1.339 0.422 -2.302
Br 1.066 -2.021 0.255
H -1.204 -0.653 1.189
H -1.399 0.750 0.123
H -0.345 1.181 1.346
```

## Properties
* SMILES: CC(Br)=C=O
* maximum force: 0.0639 Eh/bohr
* gap between HOMO and LUMO: 0.312 Ha

***

No. 13
ORCA calculation (the ωB97M-V functional and the def2-TZVPD basis) on 2 unconnected molecules or ions with the total composition C3H3BrO in a non-equilibrium geometry.

Structure (XYZ):
```
8
Properties=species:S:1:pos:R:3
C 0.855 1.327 -0.237
C 0.346 0.253 -0.062
C -0.282 -0.896 0.389
O -0.008 -2.040 0.236
Br 4.414 0.491 -0.071
H 1.215 2.118 -0.827
H -1.290 -0.479 0.853
H 3.457 -0.470 0.233
```

## Properties
* SMILES: C#CC=O.Br
* maximum force: 0.0782 Eh/bohr
* gap between HOMO and LUMO: 0.374 Ha

***

No. 14
ORCA calculation (the ωB97M-V functional and the def2-TZVPD basis) on C3H3BrO2 in the gas phase in a non-equilibrium geometry.

Structure (XYZ):
```
9
Properties=species:S:1:pos:R:3
C 0.828 -1.213 -0.035
C 0.406 0.069 0.528
C -0.718 0.780 -0.318
O 0.820 -2.369 -0.156
O 1.624 -0.159 -0.234
Br -2.429 -0.124 0.008
H 0.581 0.199 1.542
H -0.410 0.913 -1.277
H -0.702 1.902 -0.056
```

## Properties
* SMILES: O=C1O[C@H]1CBr
* maximum force: 0.1004 Eh/bohr
* gap between HOMO and LUMO: 0.399 Ha

***

No. 15
ORCA calculation (the ωB97M-V functional and the def2-TZVPD basis) on C3H3BrO2 in the gas phase in a non-equilibrium geometry.

Structure (XYZ):
```
9
Properties=species:S:1:pos:R:3
C 1.002 0.817 -1.951
C 0.513 0.331 -0.940
C -0.084 -0.288 0.502
O -1.422 0.109 0.772
O 0.732 0.002 1.539
Br -0.159 -2.292 0.259
H 1.326 1.353 -2.724
H -2.081 -0.294 0.213
H 0.173 0.264 2.330
```

## Properties
* SMILES: C#CC(O)(O)Br
* maximum force: 0.1207 Eh/bohr
* gap between HOMO and LUMO: 0.398 Ha

***

No. 16
ORCA calculation (the ωB97M-V functional and the def2-TZVPD basis) on C3H3BrO2 in the gas phase in a non-equilibrium geometry.

Structure (XYZ):
```
9
Properties=species:S:1:pos:R:3
C -1.027 0.465 1.708
C -0.567 0.276 0.605
C 0.268 0.462 -0.787
O 0.460 -0.684 -1.543
O 1.436 1.047 -0.375
Br -0.975 1.758 -1.840
H -1.579 0.350 2.592
H -0.222 -1.332 -1.266
H 2.268 1.120 -0.820
```

## Properties
* SMILES: C#CC(O)(O)Br
* maximum force: 0.0529 Eh/bohr
* gap between HOMO and LUMO: 0.388 Ha

***

No. 17
ORCA calculation (the ωB97M-V functional and the def2-TZVPD basis) on 2 unconnected molecules or ions with the total composition C3H3BrO2 in a non-equilibrium geometry.

Structure (XYZ):
```
9
Properties=species:S:1:pos:R:3
C -0.445 -0.747 -2.292
C -0.233 -0.573 -1.098
C 0.042 0.128 0.865
O -0.024 1.459 0.880
O 1.232 -0.374 1.236
Br -1.462 -0.631 1.828
H -0.439 -1.206 -3.230
H -0.497 1.792 0.066
H 1.826 0.151 1.747
```

## Properties
* maximum force: 0.0574 Eh/bohr
* gap between HOMO and LUMO: 0.366 Ha

***

No. 18
ORCA calculation (the ωB97M-V functional and the def2-TZVPD basis) on 2 unconnected molecules or ions with the total composition C3H3BrS in a non-equilibrium geometry.

Structure (XYZ):
```
8
Properties=species:S:1:pos:R:3
C -2.557 -0.959 -0.635
C -4.519 -1.335 -0.019
C -0.304 0.059 0.174
S -1.989 -0.385 0.726
Br -5.005 0.395 -0.082
H -0.101 0.009 -0.976
H 0.489 -0.555 0.820
H -0.024 1.171 0.238
```

## Properties
* maximum force: 0.0899 Eh/bohr
* gap between HOMO and LUMO: 0.269 Ha

***

No. 19
ORCA calculation (the ωB97M-V functional and the def2-TZVPD basis) on C3H3Cl in the gas phase in a non-equilibrium geometry.

Structure (XYZ):
```
7
Properties=species:S:1:pos:R:3
C 0.253 -0.972 -0.668
C -0.569 1.682 0.819
C -0.474 0.071 -0.072
Cl 1.046 2.159 1.277
H 1.335 -0.746 -0.579
H -0.059 -1.950 -0.840
H -1.533 -0.245 0.062
```

## Properties
* maximum force: 0.1365 Eh/bohr
* gap between HOMO and LUMO: 0.302 Ha

***

No. 20
ORCA calculation (the ωB97M-V functional and the def2-TZVPD basis) on C3H3Cl2F in the gas phase in a non-equilibrium geometry.

Structure (XYZ):
```
9
Properties=species:S:1:pos:R:3
C 0.505 1.081 -0.033
C 0.219 -0.419 -0.113
C -0.883 -1.137 -0.227
H 1.101 1.560 -0.783
H 0.847 1.189 0.939
H -0.421 1.926 0.021
F -0.713 -2.516 -0.017
Cl 1.822 -1.158 0.104
Cl -2.477 -0.527 0.108
```

## Properties
* SMILES: C/C(Cl)=C(/F)Cl
* maximum force: 0.1013 Eh/bohr
* gap between HOMO and LUMO: 0.378 Ha

***

Values of ΔE to the lowest compared entry with this formula, charge and spin, in order: 80.4, 0.0, 119.1, 0.0, 0.0, 251.4, 0.0, 483.0, 427.2, 87.5, 0.0, 88.2, 204.3, 128.3, 218.8, 228.2, 384.3, 616.1, 371.1, 111.3, all in kJ/mol.